Density functional theory data (ωB97M-V/def2-TZVPD) for a gas-phase ion, C9H11N2 (charge +1) at a distorted geometry.

Geometry as XYZ:
```
22
Properties=species:S:1:pos:R:3:forces:R:3:mulliken_charge:R:1
C 3.430 0.068 0.440 -0.559 -0.053 -1.516 -0.533
C 3.121 1.211 -0.271 -1.200 -2.762 1.055 -0.368
C 2.584 -1.011 0.440 -1.445 2.126 -1.587 -0.446
C 0.358 -1.841 -0.035 -1.155 -0.882 -1.130 -0.363
C -0.957 -1.490 -0.345 -3.592 0.028 0.532 -0.118
C 1.856 1.242 -0.806 -1.052 1.021 0.895 -0.263
C 1.321 -0.864 -0.169 1.317 0.985 1.699 0.608
C -3.344 1.032 0.806 0.062 -1.665 -0.168 -1.346
C -2.689 0.227 -0.400 -1.990 -1.388 0.787 -0.211
N -1.420 -0.290 -0.099 1.250 -0.415 0.617 -0.167
N 0.937 0.340 -0.626 0.077 -0.794 -2.002 -0.294
H 4.406 -0.064 0.702 2.400 -0.234 1.561 0.462
H 3.778 1.991 -0.311 1.634 1.936 -0.490 0.467
H 2.715 -1.862 0.963 1.126 -2.761 1.496 0.483
H 0.510 -2.919 0.055 0.604 0.411 0.373 0.371
H -1.701 -2.313 -0.610 1.027 0.912 0.002 0.407
H 1.506 2.122 -1.248 -0.371 1.285 -0.921 0.462
H -4.332 1.402 0.679 -0.952 -0.097 -1.022 0.394
H -2.813 1.876 1.096 1.597 1.649 -0.239 0.402
H -3.385 0.535 1.735 -0.046 -1.455 0.853 0.384
H -2.543 1.078 -0.976 0.891 1.483 -1.891 0.248
H -3.340 -0.469 -1.019 0.378 0.670 1.097 0.420
```
Forces are in eV/Å.

- Kohn-Sham gap (alpha / beta) (eV) = 6.59 / 6.58
- total charge = +1

Density functional theory data (ωB97M-V/def2-TZVPD) for a gas-phase ion, C9H11N2O3S (charge +1) at a distorted geometry.

Geometry as XYZ:
```
26
Properties=species:S:1:pos:R:3:forces:R:3:mulliken_charge:R:1
C -2.904 -0.020 1.631 3.052 0.644 -0.979 -0.617
C -2.505 1.315 1.756 3.207 -3.316 -2.925 -0.890
C -2.080 -0.955 0.971 0.286 0.040 -0.395 -0.652
C -1.310 1.654 1.134 0.630 -0.543 0.809 -0.569
C -0.810 -0.626 0.438 -1.388 0.146 0.258 0.828
C -0.406 0.698 0.620 0.287 0.150 -0.973 0.812
C -0.244 -1.606 -0.537 1.139 -0.661 0.414 -1.197
C 0.886 1.216 0.085 -0.614 -0.964 0.496 0.399
C 2.585 -0.534 -0.306 1.089 0.856 1.190 -0.249
N 2.014 0.586 -0.099 -1.214 1.665 0.960 -0.392
N 3.635 -0.992 0.346 1.013 -0.421 -0.290 -0.337
O 0.822 2.522 -0.044 1.906 0.393 -0.213 -0.452
O -1.866 -0.473 -2.339 -2.884 1.377 0.289 -0.476
O 0.497 0.029 -2.729 0.366 0.997 -0.087 -0.489
S -0.623 -1.130 -2.395 2.329 -1.829 -0.057 0.619
H -3.836 -0.155 2.010 -2.568 -1.469 0.857 0.468
H -3.146 1.996 2.098 -2.286 2.728 1.527 0.541
H -2.344 -1.979 0.691 -0.723 0.438 0.657 0.315
H -0.953 2.648 1.065 -0.162 0.858 0.326 0.529
H 0.827 -1.959 -0.344 -1.528 0.619 -0.523 0.401
H -0.844 -2.537 -0.411 0.384 0.532 -0.585 0.509
H 2.337 -1.113 -1.109 -0.942 -1.451 -2.232 0.634
H 0.200 0.722 -3.398 0.060 -1.445 1.160 0.354
H 4.178 -0.393 0.952 -0.259 -0.046 0.301 0.266
H 4.149 -1.787 -0.061 -0.544 0.672 0.411 0.276
H 1.741 2.872 -0.026 -0.639 0.031 -0.394 0.371
```
Forces are in eV/Å.

- Kohn-Sham gap (eV) = 8.12
- total charge = +1

Density functional theory data (ωB97M-V/def2-TZVPD) for a gas-phase ion, C9H11N2O6 (charge -1) at a distorted geometry.

Geometry as XYZ:
```
28
Properties=species:S:1:pos:R:3:forces:R:3:mulliken_charge:R:1
C -0.594 -0.276 3.655 -0.699 0.109 -0.340 -1.211
C -1.286 -0.129 2.311 0.574 -0.263 -0.618 0.168
O -2.172 0.878 2.046 0.385 -1.329 -1.100 -0.269
N -2.613 0.704 0.682 -0.045 0.198 0.142 -0.569
C -1.975 -0.338 0.218 0.198 -0.190 -0.209 0.493
O -2.076 -0.915 -1.044 0.281 0.892 1.440 -0.453
C -2.405 -0.023 -2.129 -1.415 1.111 0.833 -0.486
C -1.419 1.118 -2.401 0.959 1.303 -1.971 0.578
O -0.190 0.809 -2.338 -0.116 -0.242 0.850 -0.776
O -1.867 2.178 -2.910 -0.149 -1.522 1.078 -0.755
C -1.106 -0.899 1.199 -0.169 -0.458 0.989 0.963
C -0.172 -2.059 1.018 0.711 0.929 0.433 -1.615
C 1.091 -1.566 0.275 -0.549 -0.654 0.753 0.122
N 0.786 -1.462 -1.204 1.018 0.102 0.563 -0.022
C 2.290 -2.483 0.532 1.902 -1.002 -1.069 0.421
O 2.845 -2.954 -0.504 -0.811 0.368 -0.175 -0.807
O 2.680 -2.652 1.693 -0.878 0.438 0.476 -0.715
H -1.358 -0.513 4.403 0.158 0.235 0.106 0.342
H -0.049 0.627 3.942 -0.216 -0.023 -0.032 0.303
H 0.121 -1.109 3.660 -0.234 0.257 -0.348 0.301
H -3.403 0.401 -1.941 0.294 -0.074 -0.010 0.313
H -2.478 -0.623 -3.017 0.169 -0.448 -0.314 0.399
H -0.632 -2.816 0.432 -0.542 -0.813 -0.615 0.490
H 0.133 -2.554 1.959 -0.090 0.570 -0.385 0.466
H 1.352 -0.594 0.718 -0.077 -0.074 -0.687 0.306
H 1.510 -1.996 -1.737 -0.086 0.073 0.859 0.355
H -0.153 -1.805 -1.431 0.182 0.379 0.087 0.301
H 0.817 -0.462 -1.459 -0.756 0.127 -0.736 0.356
```
Forces are in eV/Å.

- Kohn-Sham gap (eV) = 8.65
- SMILES string = Cc1onc(OCC(=O)[O-])c1C[C@H]([NH3+])C(=O)[O-]
- total charge = -1

Density functional theory data (ωB97M-V/def2-TZVPD) for C9H11N3O2 in the gas phase at a distorted geometry.

Geometry as XYZ:
```
25
Properties=species:S:1:pos:R:3:forces:R:3:mulliken_charge:R:1
C -2.334 -1.845 -0.686 -0.735 -2.096 0.011 -0.525
C -2.661 -0.520 -0.928 0.317 -0.873 0.109 -0.663
C -1.140 -2.169 -0.032 -1.757 -4.121 -1.308 -0.889
C -1.821 0.512 -0.528 -2.357 0.601 -2.082 0.630
C -0.305 -1.197 0.320 1.565 2.636 1.039 0.343
C -0.706 0.152 0.084 5.101 0.624 2.394 0.935
C 1.659 0.019 0.684 -1.853 1.463 0.392 0.457
C -2.059 1.937 -0.869 0.741 0.577 1.581 -1.572
C 2.676 0.610 1.645 1.914 0.393 0.887 -1.521
N 0.936 -1.219 0.935 0.013 2.074 -0.833 -0.069
N 0.348 1.011 0.595 1.481 -1.629 -2.019 -0.400
N 2.528 -0.070 -0.734 -1.282 1.278 2.757 0.901
O 2.242 -0.948 -1.503 -1.929 -3.702 -2.605 -0.717
O 3.444 0.741 -0.839 1.969 2.237 -0.024 -0.741
H -3.030 -2.746 -1.022 1.551 2.300 0.672 0.231
H -3.534 -0.395 -1.506 -0.910 0.777 -0.473 0.442
H -0.910 -3.272 0.009 0.047 1.412 0.341 0.273
H -2.273 2.434 0.067 -0.530 0.284 0.517 0.425
H -1.135 2.478 -1.113 -0.273 -0.360 -0.857 0.309
H -2.895 2.118 -1.499 -0.340 0.089 -0.852 0.402
H 3.260 -0.101 2.283 -0.591 0.057 -0.972 0.314
H 2.304 1.299 2.367 -1.336 0.200 0.655 0.415
H 3.443 1.303 1.166 -1.091 -1.521 -0.126 0.383
H 1.408 -2.088 0.975 0.771 -0.658 0.007 0.301
H 0.553 1.955 0.129 -0.487 -2.042 0.788 0.338
```
Forces are in eV/Å.

- Kohn-Sham gap (alpha / beta) (eV) = 6.17 / 5.79
- spin multiplicity = 3
- ⟨S²⟩ = 2.02

Density functional theory data (ωB97M-V/def2-TZVPD) for a molecular structure, C9H11NO at a distorted geometry.

Geometry as XYZ:
```
22
Properties=species:S:1:pos:R:3:forces:R:3:mulliken_charge:R:1
C -0.643 -0.378 -0.045 6.230 -1.187 0.414 0.216
C -0.502 0.942 -0.113 -1.798 -1.828 -0.576 0.462
C 1.325 -0.869 -0.070 -4.454 1.815 0.125 0.495
C 0.836 1.429 -0.093 1.231 0.103 -0.124 -0.042
C 1.965 -1.999 -0.021 2.185 -3.167 -1.791 -0.952
C -1.913 -1.011 0.234 -2.593 0.577 0.345 -0.527
C -1.858 1.559 0.100 1.678 -2.457 -0.323 -0.730
C -2.736 0.367 -0.102 -3.456 -2.155 0.415 -0.538
C 3.150 0.800 0.194 0.157 -1.947 -1.314 -1.125
N 1.790 0.410 -0.101 -0.673 0.320 0.244 0.048
O 1.152 2.588 -0.037 0.154 1.171 0.062 -0.648
H 3.061 -2.219 -0.300 -1.346 1.381 0.935 0.224
H 1.510 -2.970 -0.238 -0.699 0.535 0.715 0.288
H -2.154 -2.014 -0.320 0.240 2.221 0.967 0.278
H -2.266 -1.036 1.324 1.528 -0.882 -1.120 0.195
H -1.806 1.877 1.069 -0.481 1.142 2.768 0.321
H -2.247 2.273 -0.509 -0.273 2.578 -1.800 0.358
H -3.026 0.349 -1.179 -0.157 -0.057 0.853 0.299
H -3.693 0.426 0.619 1.851 -0.181 -1.974 0.316
H 3.742 0.731 -0.729 0.059 0.428 0.245 0.289
H 3.031 1.776 0.555 0.670 1.383 0.585 0.405
H 3.586 0.078 0.882 -0.052 0.207 0.350 0.368
```
Forces are in eV/Å.

- Kohn-Sham gap (eV) = 9.15

Q: Which energy relative to the best compared isomer or geometry (same formula, charge and spin) values were calculated for the entries above? A: 106.14 0.00 0.00 42.50 96.67, in kcal/mol.